1.
A molecular structure, C49H63FMgN2P2Si at a distorted geometry, computed with ωB97M-V/def2-TZVPD.

The geometry in XYZ format:
```
119
Properties=species:S:1:pos:R:3:forces:R:3
Mg 0.65548 0.34884 -0.40544 -0.151 0.456 1.038
C -0.02087 -2.06022 -2.92663 -0.363 0.369 0.158
Si -1.05447 -1.02159 -1.65714 0.117 -0.689 -0.517
C -1.85050 0.34304 -2.78500 0.153 -0.296 0.302
C -2.43889 -0.06578 -3.97656 -0.193 -0.092 -0.293
C -2.91237 0.81539 -4.92782 -0.057 -0.098 -0.086
C -2.83215 2.17462 -4.69069 -0.045 0.155 -0.032
C -2.27494 2.61273 -3.50616 -0.097 0.083 -0.065
C -1.76474 1.72356 -2.55961 0.061 0.258 0.058
P -0.94992 2.37944 -1.05257 -0.314 0.489 -0.306
C -2.39114 3.10657 -0.07483 0.399 -0.300 -0.141
C -3.49412 3.86081 -0.81407 -0.077 -0.173 -0.090
C -4.70228 4.07158 0.11133 0.073 -0.058 0.003
C -4.27826 4.32211 1.56364 -0.020 0.211 -0.010
C -2.89218 4.95009 1.62291 -0.048 -0.180 0.128
C -1.85967 3.94063 1.10700 0.046 0.083 0.076
C 0.22298 3.79404 -1.49329 -0.083 -0.062 0.467
C 1.24069 3.31717 -2.53759 -0.186 -0.248 -0.107
C 0.87730 3.72040 -3.96224 0.218 0.168 0.073
C 0.71996 5.23212 -4.06671 -0.255 -0.123 -0.067
C -0.41840 5.69461 -3.16646 0.161 0.120 0.054
C -0.20779 5.25454 -1.71873 -0.222 -0.075 -0.002
C -2.37418 -2.40104 -1.27561 0.243 0.535 -0.005
C -2.96290 -3.14676 -2.29140 -0.203 -0.171 -0.228
C -3.69171 -4.29353 -2.03681 -0.001 -0.015 -0.167
C -3.82001 -4.74880 -0.73687 -0.092 -0.080 0.109
C -3.27518 -4.01226 0.29540 -0.057 -0.127 -0.041
C -2.57376 -2.83736 0.03676 0.079 0.289 0.175
P -1.97162 -1.72676 1.36408 -0.336 -0.601 0.840
C -3.45058 -1.86813 2.53871 0.475 0.185 -0.377
C -3.14539 -1.49165 3.98353 -0.121 -0.378 -0.012
C -4.42701 -1.50893 4.81651 0.173 0.299 0.084
C -5.45511 -0.53998 4.24311 -0.166 -0.388 0.005
C -5.77518 -0.91138 2.80042 0.091 0.309 -0.030
C -4.49923 -0.90903 1.96571 -0.247 -0.336 -0.051
C -0.59092 -2.70654 2.19912 -0.328 0.433 -0.134
C -0.89404 -4.10283 2.76665 -0.068 -0.030 -0.092
C -0.46821 -5.20567 1.80235 0.025 -0.083 0.084
C 1.05076 -5.19402 1.58716 -0.060 -0.032 0.031
C 1.61887 -3.77168 1.64896 0.002 0.042 -0.148
C 0.56972 -2.76508 1.19545 0.171 -0.001 0.143
H -0.61213 -2.53618 -3.70452 -0.196 -0.113 -0.138
H 0.51607 -2.84717 -2.40138 0.080 -0.142 0.144
H 0.71453 -1.42510 -3.40405 0.206 0.196 -0.024
H -2.51825 -1.11901 -4.18231 0.042 -0.185 -0.106
H -3.33627 0.44364 -5.85118 -0.036 -0.020 -0.041
H -3.19296 2.88240 -5.42522 -0.026 0.065 0.009
H -2.22968 3.67312 -3.31910 0.022 0.039 0.038
H -2.85580 2.19106 0.32023 -0.011 0.021 0.025
H -3.81558 3.29909 -1.69267 0.055 0.149 0.032
H -3.12421 4.83172 -1.14816 0.031 -0.002 -0.128
H -5.35154 3.19349 0.07737 -0.025 0.024 -0.081
H -5.28104 4.91814 -0.26443 -0.059 -0.024 0.028
H -4.24017 3.37609 2.10766 -0.066 -0.079 0.094
H -5.01452 4.95424 2.06069 -0.028 -0.045 0.090
H -2.64362 5.22398 2.65096 0.022 0.079 -0.036
H -2.87299 5.86908 1.03381 0.012 0.046 -0.055
H -1.59919 3.26343 1.92135 0.059 0.109 -0.015
H -0.94770 4.47103 0.83052 0.064 -0.008 0.032
H 0.76599 3.79893 -0.53050 -0.107 0.035 -0.184
H 1.32882 2.23093 -2.47752 0.242 -0.052 -0.029
H 2.21896 3.74387 -2.29416 0.062 0.017 0.015
H -0.05105 3.23267 -4.25931 0.080 -0.036 -0.107
H 1.66568 3.38115 -4.63467 -0.015 -0.098 -0.065
H 0.51819 5.52705 -5.09893 0.058 0.039 -0.006
H 1.64883 5.71723 -3.75750 0.108 0.065 -0.014
H -1.35939 5.31045 -3.55854 -0.052 0.061 -0.030
H -0.48688 6.78635 -3.17901 -0.100 -0.031 -0.038
H -1.10801 5.47249 -1.14317 0.050 0.106 0.084
H 0.59090 5.88073 -1.30720 0.006 0.025 0.046
H -2.85678 -2.84020 -3.32006 0.077 -0.003 -0.107
H -4.14205 -4.84341 -2.85332 0.000 -0.023 -0.032
H -4.34672 -5.66753 -0.52603 -0.082 -0.096 0.022
H -3.39001 -4.38138 1.30285 -0.022 0.000 0.125
H -3.86734 -2.87962 2.52630 0.025 0.026 0.039
H -2.70903 -0.49365 4.01814 0.077 0.077 0.014
H -2.41854 -2.18516 4.41001 0.109 0.024 0.039
H -4.19922 -1.24502 5.85127 -0.009 -0.051 0.074
H -4.84341 -2.51927 4.81992 -0.012 -0.061 0.027
H -5.05466 0.47574 4.27376 0.006 0.133 0.040
H -6.36377 -0.56116 4.84626 -0.032 0.100 0.060
H -6.49467 -0.20419 2.38223 -0.064 -0.038 -0.038
H -6.23022 -1.90322 2.76913 -0.067 -0.075 -0.008
H -4.08803 0.10510 1.95200 0.059 0.097 -0.059
H -4.72299 -1.18561 0.93179 0.025 0.076 -0.031
H -0.28481 -2.05312 3.02947 -0.005 -0.046 -0.066
H -1.95296 -4.20196 3.00880 -0.036 0.001 0.088
H -0.34204 -4.23346 3.70180 -0.038 -0.010 0.094
H -0.97780 -5.06042 0.84896 -0.007 -0.067 0.010
H -0.77697 -6.17824 2.19560 -0.050 0.025 -0.106
H 1.27125 -5.63925 0.61602 0.061 -0.036 -0.017
H 1.54006 -5.81145 2.34263 0.022 -0.062 -0.001
H 2.50634 -3.69638 1.01894 0.068 0.018 0.070
H 1.91705 -3.53037 2.67061 0.096 0.034 0.085
H 0.19825 -3.06235 0.21106 0.049 0.109 -0.076
H 1.01483 -1.76757 1.08939 -0.041 -0.117 -0.018
C -0.91141 1.44642 3.88735 0.312 0.299 0.390
C -0.81415 1.09934 2.53768 0.092 0.055 -0.202
N 0.31169 1.15477 1.84593 -0.339 -0.524 -0.004
C 1.40965 1.59133 2.47657 0.102 0.332 0.856
C 1.41302 2.00225 3.83285 -0.448 -0.225 -0.467
C 0.20454 1.90501 4.54587 -0.103 -0.198 -0.458
C 2.59245 2.53367 4.41275 0.842 0.256 -0.113
C 3.72932 2.68198 3.68047 -0.527 0.079 0.698
C 3.77341 2.26752 2.32749 -0.460 -0.297 -0.675
C 4.91433 2.42160 1.52046 -0.206 -0.132 -0.100
C 4.87944 1.98403 0.22246 0.067 0.126 0.245
C 3.71066 1.37630 -0.25421 0.364 -0.026 -0.322
N 2.62644 1.24387 0.46954 -0.601 -0.206 -0.138
C 2.62391 1.69142 1.72644 1.012 0.455 0.567
H -1.85671 1.39020 4.40442 -0.102 -0.035 -0.068
H -1.68354 0.77305 1.98952 -0.086 -0.066 -0.057
H 0.16241 2.20375 5.58324 0.007 0.026 0.090
H 2.56071 2.84969 5.44556 0.007 0.025 0.086
H 4.61027 3.13417 4.11146 0.088 -0.005 0.092
H 5.79662 2.88164 1.93746 0.147 0.061 0.043
H 5.73518 2.10328 -0.42626 -0.017 -0.075 -0.049
H 3.65502 0.97688 -1.25302 -0.166 -0.069 -0.219
F 1.72123 0.19669 -1.83537 0.628 0.016 -0.792
```
Positions in Å, forces in eV/Å.

Output
- gap between HOMO and LUMO (eV) = 5.5
- calculated total energy (hartree) = -3286.7845
- F_max (eV/Å) = 1.2

Atom charges from the Mulliken analysis, given in e for atoms 1 to 6:
1 Mg 3.3909
2 C -1.5738
3 Si 1.1892
4 C 0.5367
5 C -0.2063
6 C -1.2636

2.
C5H4Cl3NO in the gas phase at a distorted geometry, computed with ωB97M-V/def2-TZVPD.

The geometry in XYZ format:
```
14
Properties=species:S:1:pos:R:3:forces:R:3
C 1.39616 0.65593 -0.85220 2.394 2.221 0.299
C -0.02880 0.87949 -0.46026 -0.982 -2.291 0.434
Cl -0.38230 1.96320 0.89994 0.397 0.594 -0.475
Cl -1.02411 1.22281 -1.87167 -0.107 0.464 -0.177
C -0.47656 -0.49367 0.10553 -4.226 0.056 0.096
Cl -0.33340 -1.86411 -1.03338 0.068 0.196 0.105
C -2.13526 -0.52689 0.51099 3.674 0.553 -1.442
N -3.28033 -0.54804 0.54489 -0.279 -0.085 0.319
C 0.16450 -0.96027 1.37108 0.319 -0.805 0.635
O 1.07761 -0.48794 1.96741 0.336 0.398 -0.005
H 1.54976 -0.18131 -1.56689 -0.264 0.518 0.837
H 2.05091 0.63961 0.08257 -0.914 -0.554 -1.284
H 1.74118 1.58339 -1.36856 -0.227 -0.637 0.164
H -0.31935 -1.88221 1.67053 -0.189 -0.627 0.495
```
Positions in Å, forces in eV/Å.

Output
- gap between HOMO and LUMO (eV) = 10.8
- SMILES string = CC(Cl)(Cl)[C@](Cl)(C#N)C=O
- calculated total energy (hartree) = -1703.4330
- F_max (eV/Å) = 4.2

Atom charges from the Mulliken analysis, given in e for atoms 1 to 6:
1 C -1.4518
2 C 1.0667
3 Cl -0.0938
4 Cl -0.1236
5 C 0.1404
6 Cl -0.0593

3.
A molecular structure, C5H9NS at a distorted geometry, computed with ωB97M-V/def2-TZVPD.

The geometry in XYZ format:
```
16
Properties=species:S:1:pos:R:3:forces:R:3
C 0.20311 0.67103 0.06071 -1.592 -1.058 -0.470
C 1.23762 -0.06130 0.97094 -1.890 1.704 -1.002
C 1.10068 -0.95434 2.15222 0.158 -1.538 0.082
C -1.60759 0.59695 -1.87128 1.648 1.381 1.037
C -0.84657 -0.20508 -0.84190 2.351 0.040 1.575
N 2.32806 0.42561 0.50617 1.268 -1.025 1.013
S 1.69645 1.37947 -0.73073 -0.576 0.246 -0.685
H -0.35058 1.50948 0.54440 0.304 -0.745 -0.035
H 1.99854 -1.59214 1.99890 -0.301 0.280 0.909
H 0.24124 -1.70964 2.13145 0.864 1.443 -0.157
H 1.11813 -0.41822 3.14011 0.038 -0.518 -1.022
H -1.80018 -0.12008 -2.54252 -1.657 -2.749 -2.682
H -0.95163 1.21863 -2.56034 -0.918 0.327 1.568
H -2.54712 0.90528 -1.43564 0.005 1.148 -0.415
H -0.24931 -0.98712 -1.44118 -0.757 0.846 1.473
H -1.57087 -0.65852 -0.08133 1.056 0.219 -1.190
```
Positions in Å, forces in eV/Å.

Output
- gap between HOMO and LUMO (eV) = 9.4
- calculated total energy (hartree) = -648.7716
- F_max (eV/Å) = 4.2

Atom charges from the Mulliken analysis, given in e for atoms 1 to 6:
1 C 0.1747
2 C 0.1390
3 C -0.9840
4 C -1.1599
5 C -0.3713
6 N -0.5335